C31H48N8O3PS2Sr as an isolated structure, computed with the ωB97M-V functional and the def2-TZVPD basis.

Each line ends with the Mulliken charge.
Element x y z (Å)
Sr -0.05 -0.80 0.39  1.3464
C 3.20 2.28 2.71  -2.0958
C 2.50 1.04 2.19  0.2397
N 1.26 1.08 1.81  1.1351
N 0.64 2.32 2.01  -0.4736
C -0.64 2.37 1.92  -0.1607
S -1.87 1.23 1.54  -0.2462
S -1.31 4.02 2.24  -0.1479
C -0.15 4.63 3.49  -1.0705
C -0.31 3.92 4.81  0.4121
C 0.60 2.94 5.20  0.2315
C 0.43 2.26 6.40  -0.7887
C -0.65 2.55 7.22  -0.3590
C -1.56 3.52 6.83  -0.5894
C -1.39 4.19 5.63  -0.4796
C 3.31 -0.19 2.13  0.5139
C 4.71 -0.06 2.24  -0.4707
C 5.58 -1.12 2.23  -0.9524
C 5.06 -2.41 2.14  -0.4606
C 3.71 -2.60 2.04  -0.4437
C 2.78 -1.52 2.00  -0.0024
O 1.53 -1.79 1.87  -0.7658
H 2.50 3.09 2.82  0.2894
H 3.98 2.59 2.02  0.4888
H 3.68 2.06 3.67  0.3918
H -0.41 5.69 3.60  0.5540
H 0.86 4.57 3.12  0.2183
H 1.44 2.71 4.56  0.3546
H 1.15 1.50 6.69  0.3977
H -0.78 2.01 8.15  0.3774
H -2.42 3.74 7.46  0.3600
H -2.12 4.93 5.32  0.3588
H 5.14 0.93 2.33  0.3130
H 6.65 -0.95 2.31  0.3855
H 5.72 -3.27 2.14  0.3885
H 3.28 -3.59 1.96  0.3530
C 3.45 -0.44 -1.19  -1.2502
N 2.24 -0.04 -1.90  1.3255
C 1.88 -1.08 -2.86  -0.8534
C 2.48 1.22 -2.58  -1.3130
C 1.26 1.85 -3.23  -1.3633
N 0.12 1.97 -2.35  1.3817
C 0.42 2.77 -1.18  -1.2087
C -1.02 2.51 -3.06  -1.4528
H 4.30 -0.57 -1.88  0.4238
H 3.28 -1.38 -0.67  0.2159
H 3.71 0.31 -0.45  0.2474
H 2.68 -1.23 -3.60  0.3224
H 0.97 -0.80 -3.39  -0.1014
H 1.67 -2.01 -2.35  0.1970
H 3.25 1.09 -3.37  0.4659
H 2.91 1.92 -1.85  0.4619
H 0.96 1.27 -4.11  0.5013
H 1.57 2.85 -3.62  0.3921
H 0.79 3.78 -1.44  0.1735
H 1.16 2.29 -0.55  0.0465
H -0.49 2.89 -0.58  0.4184
H -0.84 3.53 -3.43  0.4484
H -1.88 2.53 -2.39  0.2909
H -1.25 1.88 -3.92  0.3561
N -1.45 -2.69 1.75  -0.2951
C -1.53 -4.06 1.18  -0.9407
C -0.34 -4.45 0.31  0.0486
C -0.40 -3.86 -1.11  -0.1300
O -0.65 -4.60 -2.06  -0.7740
O -0.20 -2.60 -1.18  0.2692
H -0.73 -2.65 2.46  0.1952
H -2.33 -2.44 2.18  0.1477
H -2.45 -4.11 0.59  0.3712
H -1.63 -4.80 1.98  0.3895
H -0.31 -5.53 0.23  0.4431
H 0.58 -4.11 0.80  -0.2688
C -5.20 -1.77 -3.26  -0.9839
N -4.22 -2.72 -2.74  0.0797
C -3.40 -3.21 -3.84  -1.0711
N -2.77 -2.15 -4.62  0.1489
C -3.79 -1.21 -5.07  -0.9930
N -4.61 -0.65 -4.00  0.1013
C -3.81 0.21 -3.11  -1.2427
P -2.37 -0.65 -2.29  1.2830
C -3.38 -2.10 -1.71  -0.6610
C -1.73 -1.48 -3.83  -1.0534
H -5.79 -1.37 -2.43  0.4033
H -5.87 -2.31 -3.94  0.3367
H -4.05 -3.78 -4.52  0.2692
H -2.62 -3.87 -3.45  0.4841
H -4.45 -1.74 -5.76  0.2939
H -3.31 -0.39 -5.61  0.4243
H -4.46 0.62 -2.33  0.3629
H -3.45 1.06 -3.70  0.4524
H -4.02 -1.76 -0.88  0.5553
H -2.70 -2.85 -1.31  -0.1764
H -0.98 -2.21 -3.52  0.3890
H -1.24 -0.73 -4.46  0.4131

Calculated values
* F_max: 0.6 eV Å⁻¹
* energy relative to the best compared isomer or geometry (same formula, charge and spin): 13.8 kcal per mole
* charge: -1
* molecular weight: 763.5 g mol⁻¹
* E_LUMO: 2.51 eV

***

C30H43F5InOP2 as an isolated structure at a distorted geometry, computed with the ωB97M-V functional and the def2-TZVPD basis.

Each line ends with the Mulliken charge.
Element x y z (Å)
In -1.35 0.43 -1.15  0.6908
C -0.02 -3.38 1.93  0.3496
C 1.36 -3.50 1.60  0.5400
C 1.15 -1.80 3.13  0.5996
C -0.15 -2.32 2.87  1.0356
C 2.07 -2.53 2.34  0.5062
C -1.14 -4.20 1.42  -1.2369
H -0.76 -5.07 0.86  0.4613
H -1.79 -3.63 0.75  0.0299
H -1.76 -4.57 2.25  0.4391
C -1.40 -1.83 3.45  -1.0419
H -2.19 -2.60 3.42  0.4245
H -1.76 -0.95 2.89  -0.1637
H -1.26 -1.53 4.50  0.4336
C 1.44 -0.70 4.06  -1.2621
H 0.93 -0.85 5.03  0.3847
H 1.10 0.27 3.66  0.1309
H 2.52 -0.62 4.27  0.4194
C 3.54 -2.31 2.33  -1.3990
H 3.98 -2.57 3.31  0.3657
H 3.79 -1.26 2.13  0.2255
H 4.02 -2.93 1.57  0.3886
C 1.94 -4.51 0.69  -1.7727
H 2.27 -5.41 1.24  0.3156
H 2.82 -4.11 0.17  0.4698
H 1.22 -4.82 -0.07  0.4142
C -1.69 0.97 -3.16  -0.0327
C -2.29 -0.39 -3.50  -1.2775
C -1.20 -1.45 -3.87  -0.7950
C 0.07 -1.54 -2.98  -0.9775
C 0.44 -0.34 -2.01  -0.6233
C 1.15 0.84 -2.63  0.5150
C 0.73 0.94 -4.13  -1.1911
C -0.70 1.38 -4.31  -1.0111
H -0.90 -1.27 -4.94  0.3784
H 0.93 -1.78 -3.63  0.4724
H -1.66 -2.44 -3.86  0.5451
H -1.15 0.94 -5.22  0.4490
H -2.47 1.73 -3.08  0.7541
H -2.97 -0.23 -4.40  0.4922
H -0.73 2.48 -4.49  0.3286
H 1.40 1.59 -4.75  0.5488
H 2.25 0.63 -2.66  0.6005
H 0.90 -0.04 -4.58  0.2980
H -0.02 -2.46 -2.37  0.0841
H 1.05 -0.73 -1.18  0.8144
P -3.88 -1.27 -2.64  0.1740
P 3.13 1.91 0.53  0.5839
C 1.16 2.27 -2.00  -1.3779
C 1.83 2.63 -0.63  -0.5080
H 0.15 2.67 -2.01  0.3132
H 1.68 2.88 -2.76  0.6354
H 2.26 3.68 -0.73  0.4673
H 1.01 2.77 0.10  -0.3612
C 3.13 3.47 1.52  -1.1773
H 3.62 3.40 2.50  0.3596
H 2.09 3.82 1.62  0.2770
H 3.68 4.19 0.91  0.3720
C 4.66 2.30 -0.45  -1.2173
H 4.76 3.40 -0.54  0.3744
H 4.52 1.87 -1.44  0.3303
H 5.55 1.88 0.04  0.3601
C -4.76 -0.01 -1.51  -0.9008
H -5.80 -0.37 -1.40  0.4497
H -4.86 0.98 -1.99  0.3077
H -4.34 0.10 -0.50  0.1944
C -3.40 -2.89 -1.81  -0.4094
H -2.96 -2.77 -0.82  -0.3688
H -2.70 -3.52 -2.41  0.3385
H -4.34 -3.50 -1.72  0.4205
F -1.28 5.71 3.67  -0.3169
C -1.50 4.48 3.15  0.5826
C -1.68 4.31 1.78  0.1687
F -1.69 5.39 0.97  -0.3320
C -1.82 3.05 1.24  -0.2341
F -2.02 2.97 -0.12  -0.3539
C -1.76 1.87 2.02  1.1116
O -1.75 0.70 1.51  -0.6746
C -1.68 2.12 3.44  -0.1881
F -1.70 1.07 4.28  -0.3708
C -1.55 3.38 3.99  0.1511
F -1.46 3.53 5.33  -0.3014

Calculated values
* F_max: 2.9 eV Å⁻¹
* energy relative to the best compared isomer or geometry (same formula, charge and spin): 63.1 kcal per mole
* charge: +1
* molecular weight: 691.4 g mol⁻¹
* E_LUMO (alpha / beta): -5.60 / -5.66 eV

***

C49H122BaN7O17Zn as an isolated structure at a distorted geometry, computed with the ωB97M-V functional and the def2-TZVPD basis.

Each line ends with the Mulliken charge.
Element x y z (Å)
Ba 0.78 -0.58 4.01  -0.9940
Zn -1.10 2.32 2.18  3.0337
C 0.52 4.01 5.40  -1.1041
C 1.13 3.01 4.46  0.2767
O 0.33 2.17 3.64  -0.3720
H -0.35 4.56 5.05  0.0702
H 1.17 4.81 5.76  0.4393
H 0.04 3.42 6.19  0.0406
H 1.82 2.34 4.97  -0.1931
H 1.67 3.69 3.79  0.1816
C 1.46 4.94 0.09  -1.4730
C 0.61 3.78 -0.28  0.4486
O -0.30 3.40 0.66  -1.0417
H 2.07 4.66 0.94  0.2238
H 0.93 5.83 0.44  0.2795
H 2.09 5.15 -0.78  0.4101
H 1.17 2.91 -0.62  -0.3400
H 0.01 3.94 -1.18  0.0639
C -2.28 0.21 -0.28  -1.1096
C -1.62 -0.55 0.87  -0.2177
C -0.65 -1.57 0.14  0.2762
O -1.12 0.30 1.92  0.5204
H -1.65 1.06 -0.54  -0.2098
H -3.22 0.60 0.10  0.4216
H -2.45 -0.34 -1.21  0.2534
H -2.45 -1.10 1.32  0.0443
H 0.20 -0.95 -0.12  -0.3379
H -0.89 -1.80 -0.90  -0.0909
H -0.41 -2.55 0.56  -0.1259
C 1.92 0.27 -2.15  0.3269
O 2.83 0.44 -3.19  -0.5045
C 2.65 -0.45 -4.25  -0.0091
C 3.05 0.34 -5.55  -0.8468
N 4.50 0.74 -5.63  -0.5421
C 4.70 1.70 -6.73  -0.5458
C 4.63 1.28 -8.21  -0.5913
O 5.52 2.22 -8.92  -0.3223
C 5.74 1.69 -10.28  -0.7077
H 1.53 -0.72 -1.90  -0.1520
H 1.10 0.77 -2.67  0.2440
H 2.19 0.79 -1.23  -0.0214
H 1.61 -0.77 -4.34  0.1477
H 3.16 -1.39 -4.05  0.3136
H 2.44 1.24 -5.59  0.3265
H 3.05 -0.23 -6.48  0.4108
H 4.64 1.39 -4.87  0.2900
H 5.75 1.95 -6.56  0.3790
H 4.09 2.56 -6.47  0.3576
H 3.63 1.41 -8.62  0.3325
H 4.91 0.23 -8.32  0.3711
H 6.38 0.81 -10.21  0.2793
H 6.15 2.64 -10.62  0.2674
H 4.75 1.53 -10.71  0.2999
C -3.80 6.64 -0.22  -0.9317
O -3.73 5.72 0.85  -0.1713
C -2.56 5.56 1.72  -0.4916
C -2.94 4.69 2.91  -0.8651
N -2.76 3.23 2.77  0.6804
C -4.00 2.56 2.09  0.3659
C -5.36 2.57 2.85  -1.0494
O -5.22 1.82 4.07  -0.2261
C -6.34 1.00 4.32  -0.9217
H -2.93 6.54 -0.87  0.3010
H -3.70 7.61 0.27  0.3896
H -4.74 6.75 -0.75  0.2657
H -2.32 6.55 2.12  0.5971
H -1.63 5.44 1.17  0.0672
H -3.84 5.06 3.39  0.4280
H -2.31 4.98 3.75  0.3519
H -3.09 2.87 3.66  0.1690
H -3.74 1.52 1.86  -0.3283
H -4.11 3.15 1.19  -0.0708
H -6.16 2.24 2.20  0.6416
H -5.61 3.62 2.99  0.2416
H -5.99 0.45 5.19  0.2565
H -6.48 0.22 3.57  0.3932
H -7.28 1.49 4.59  0.3318
C 1.72 -3.72 -1.86  -0.5376
O 3.02 -4.07 -1.32  -0.0448
C 3.56 -5.34 -1.84  -0.8320
C 4.93 -5.67 -1.20  -0.7155
N 5.09 -5.55 0.23  -0.2345
C 6.43 -5.89 0.78  -0.6507
C 6.54 -5.00 2.09  -0.5115
O 6.57 -3.64 1.73  -0.3323
C 6.70 -2.72 2.81  -0.5739
H 0.87 -4.40 -1.75  0.5562
H 1.85 -3.58 -2.94  0.3618
H 1.35 -2.80 -1.41  -0.4026
H 3.51 -5.43 -2.93  0.4319
H 2.79 -6.05 -1.52  0.3963
H 5.60 -4.99 -1.72  0.3472
H 5.14 -6.70 -1.51  0.4344
H 4.76 -4.61 0.40  0.0908
H 7.23 -5.48 0.17  0.3128
H 6.52 -6.97 0.86  0.4155
H 7.40 -5.24 2.71  0.4684
H 5.64 -5.08 2.70  0.2504
H 5.80 -2.80 3.43  0.1216
H 6.86 -1.73 2.38  0.2313
H 7.53 -2.93 3.49  0.4063
C 1.01 -5.40 -6.79  -0.4839
O -0.16 -6.19 -7.05  -0.3893
C -1.45 -5.54 -6.77  -0.6344
C -1.67 -5.31 -5.27  -0.3510
N -1.21 -3.92 -5.00  0.1214
C -1.44 -3.44 -3.67  -0.5036
C -2.89 -3.31 -3.09  -0.6609
O -3.59 -2.19 -3.74  -0.3347
C -4.96 -2.16 -3.46  -0.8675
H 1.25 -5.03 -7.79  0.2656
H 1.80 -6.09 -6.49  0.2659
H 1.02 -4.76 -5.91  0.1223
H -2.25 -6.19 -7.14  0.3433
H -1.54 -4.59 -7.29  0.3123
H -1.08 -6.09 -4.79  0.2779
H -2.74 -5.42 -5.06  0.3514
H -1.37 -3.14 -5.61  0.2874
H -1.04 -2.42 -3.62  0.0160
H -0.94 -4.13 -3.00  0.0610
H -2.90 -3.08 -2.03  0.3053
H -3.54 -4.16 -3.30  0.5760
H -5.52 -3.00 -3.86  0.2954
H -5.57 -1.36 -3.86  0.2652
H -4.91 -1.97 -2.39  0.3615
C 2.08 -3.85 2.98  -1.2527
O 1.95 -2.52 2.49  1.1569
C 3.13 -2.19 1.86  0.4128
C 3.11 -0.79 1.14  0.6233
N 2.54 0.30 1.96  0.6919
C 3.63 1.08 2.62  -0.6714
C 4.35 0.41 3.76  -0.8240
O 3.32 -0.07 4.53  0.8396
C 3.92 -0.62 5.63  -1.1810
H 1.24 -4.23 3.57  0.2499
H 2.87 -3.79 3.74  0.3895
H 2.33 -4.64 2.28  0.2708
H 3.40 -3.01 1.20  0.0233
H 3.95 -2.05 2.57  -0.7516
H 2.34 -0.83 0.37  -1.3043
H 4.04 -0.61 0.59  0.4082
H 1.93 0.91 1.43  -0.1060
H 3.01 1.92 2.94  -0.1151
H 4.40 1.51 1.98  0.4671
H 5.15 1.04 4.14  0.6207
H 5.02 -0.37 3.38  -0.0214
H 4.88 -0.17 5.89  0.4137
H 4.14 -1.69 5.58  0.2728
H 3.38 -0.58 6.58  0.1523
C -1.40 -3.64 2.94  -1.1140
O -1.20 -2.57 3.87  0.3211
C -2.35 -2.45 4.71  -0.9208
C -2.42 -0.96 5.07  -0.1673
N -1.26 -0.45 5.86  0.1016
C -1.50 0.74 6.76  -0.5109
C -0.39 0.91 7.76  -1.0378
O 0.85 1.16 7.16  0.2294
C 1.88 1.42 8.17  -1.0727
H -2.19 -3.47 2.21  0.4182
H -1.50 -4.59 3.46  0.3999
H -0.54 -3.92 2.33  0.0966
H -2.29 -3.18 5.52  0.3643
H -3.29 -2.68 4.21  0.4582
H -3.35 -0.84 5.63  0.3223
H -2.56 -0.30 4.21  -0.1612
H -0.84 -1.16 6.44  0.2740
H -2.40 0.40 7.28  0.5038
H -1.68 1.70 6.27  0.0766
H -0.43 -0.04 8.29  0.4463
H -0.70 1.74 8.40  0.4488
H 2.84 1.57 7.68  0.2638
H 2.13 0.52 8.72  0.3977
H 1.69 2.20 8.90  0.3556
C -1.15 2.05 -3.43  0.2132
O -2.25 2.53 -4.27  -0.4912
C -3.55 2.40 -3.65  -0.9592
C -3.81 3.48 -2.58  0.3246
N -5.13 3.24 -1.85  -0.1589
C -6.19 3.57 -2.82  -0.5072
C -7.57 3.60 -2.12  -0.5233
O -7.68 3.62 -0.68  -0.3333
C -7.25 4.86 -0.08  -0.4482
H -0.29 2.54 -3.88  0.1975
H -1.04 0.97 -3.51  -0.0285
H -1.16 2.35 -2.38  -0.1954
H -3.84 1.39 -3.39  0.4849
H -4.36 2.63 -4.34  0.3269
H -3.72 4.53 -2.86  0.4675
H -2.96 3.49 -1.90  -0.4002
H -5.16 3.94 -1.12  -0.0412
H -6.19 2.89 -3.66  0.3384
H -5.95 4.56 -3.22  0.3466
H -8.19 2.79 -2.51  0.3472
H -7.94 4.55 -2.51  0.3369
H -6.94 4.71 0.95  0.1134
H -8.06 5.56 -0.25  0.4428
H -6.36 5.37 -0.46  -0.0061

Calculated values
* F_max: 4.1 eV Å⁻¹
* charge: +1
* molecular weight: 1284.3 g mol⁻¹
* E_LUMO: -2.45 eV